[1]
{
  "formula": "C24H43ClN3O4PmS",
  "method": "ωB97M-V with the def2-TZVPD basis set",
  "symbols": ["Pm", "C", "C", "N", "C", "C", "N", "C", "C", "N", "H", "H", "H", "H", "H", "H", "H", "H", "H", "H", "H", "H", "H", "H", "H", "Cl", "C", "C", "O", "O", "H", "H", "C", "C", "C", "C", "C", "C", "C", "O", "C", "C", "C", "H", "H", "H", "H", "H", "H", "H", "H", "H", "H", "H", "H", "C", "C", "C", "S", "O", "C", "C", "C", "H", "H", "H", "H", "H", "H", "H", "H", "H", "H", "H", "H", "H", "H"],
  "positions_angstrom": [[0.1030, -0.3717, -1.2789], [3.0161, -1.6926, -0.3486], [3.6022, -0.6227, -1.2540], [2.5817, 0.3033, -1.8120], [2.7359, 0.6032, -3.2602], [1.6981, -0.1206, -4.1428], [1.1481, -1.3109, -3.4634], [2.1007, -2.4374, -3.3774], [1.9767, -3.2003, -2.0691], [1.7912, -2.3120, -0.9017], [2.7437, -1.2632, 0.6177], [3.7914, -2.4431, -0.1702], [4.1361, -1.0785, -2.0841], [4.3565, -0.0679, -0.6941], [2.6208, 1.1769, -1.3010], [3.7444, 0.3433, -3.5811], [2.6327, 1.6762, -3.4138], [2.1594, -0.3801, -5.0983], [0.8619, 0.5386, -4.3564], [0.3271, -1.6094, -3.9810], [3.1060, -2.0420, -3.5024], [1.9525, -3.1258, -4.2113], [2.8474, -3.8495, -1.9358], [1.1022, -3.8522, -2.1076], [1.3936, -2.8729, -0.1553], [-2.6841, 0.7314, -0.1480], [-3.2256, 0.6291, -1.8962], [-1.9784, 0.0480, -2.5098], [-1.7374, -1.1812, -2.2965], [-1.0583, 0.8219, -2.8869], [-3.4455, 1.6319, -2.2391], [-4.0813, -0.0329, -1.9395], [-5.0685, -3.9207, 4.1990], [-3.9060, -3.1681, 3.6142], [-3.3584, -3.5391, 2.3856], [-2.2978, -2.8591, 1.8255], [-1.7771, -3.3379, 0.4941], [-1.7599, -1.7600, 2.5389], [-0.7035, -0.9545, 2.0382], [-0.1287, -1.0299, 0.9295], [-2.2922, -1.3764, 3.8050], [-1.7605, -0.2225, 4.6344], [-3.3597, -2.0896, 4.3066], [-5.3575, -4.7693, 3.5834], [-5.9319, -3.2604, 4.3010], [-4.8256, -4.2839, 5.1989], [-3.7772, -4.3890, 1.8600], [-2.2607, -4.2754, 0.2277], [-0.6996, -3.5058, 0.5144], [-1.9953, -2.6197, -0.2982], [-0.3581, -0.1534, 2.6962], [-1.9526, 0.7448, 4.1638], [-0.6896, -0.2949, 4.8304], [-2.2590, -0.2118, 5.6005], [-3.7761, -1.8121, 5.2686], [2.3414, 1.9198, 2.4195], [1.9257, 3.3827, 2.3257], [1.4422, 3.7869, 0.9370], [-0.0424, 2.8892, 0.4837], [0.4524, 1.7302, -0.4143], [-0.8855, 4.0502, -0.5761], [-0.3412, 4.2308, -1.9904], [0.8855, 5.1301, -2.0988], [2.6304, 1.6514, 3.4355], [3.1980, 1.7146, 1.7700], [1.5381, 1.2351, 2.1243], [2.7713, 4.0307, 2.5631], [1.1544, 3.6168, 3.0623], [2.1730, 3.5374, 0.1624], [1.2059, 4.8471, 0.8558], [-0.8584, 4.9777, 0.0064], [-1.9179, 3.7001, -0.5737], [-1.1660, 4.6566, -2.5660], [-0.1549, 3.2540, -2.4374], [0.7311, 6.0904, -1.6006], [1.1153, 5.3475, -3.1419], [1.7780, 4.6723, -1.6654]],
  "forces_ev_per_a": [[2.57, -0.52, 1.06], [-0.09, -0.11, -0.12], [0.01, 0.20, -0.22], [-0.03, 0.04, 0.01], [0.07, -0.12, 0.08], [0.04, -0.11, 0.09], [-0.11, 0.02, -0.07], [0.05, 0.14, -0.21], [-0.05, -0.03, 0.18], [0.01, 0.07, 0.03], [-0.03, 0.02, 0.02], [0.01, -0.04, 0.09], [0.01, -0.06, 0.01], [0.01, 0.01, 0.04], [0.03, 0.01, 0.00], [0.06, 0.01, 0.03], [0.00, 0.03, 0.00], [0.01, -0.01, -0.03], [-0.07, 0.05, 0.00], [0.00, -0.02, -0.03], [0.01, 0.01, 0.02], [0.03, -0.06, 0.02], [0.02, -0.01, -0.04], [-0.04, 0.02, -0.01], [0.01, -0.01, 0.01], [-0.45, 0.08, -0.39], [-0.04, 0.02, 0.22], [-0.55, -0.05, -0.50], [-0.81, 0.10, -0.48], [-0.74, 0.22, -0.30], [-0.02, 0.04, 0.01], [-0.03, -0.02, 0.04], [0.10, 0.07, -0.05], [-0.23, -0.20, 0.06], [-0.06, -0.04, 0.03], [-0.07, -0.21, -0.12], [-0.02, 0.06, 0.11], [0.17, 0.30, 0.04], [0.19, 0.13, -0.09], [-0.19, -0.31, 0.32], [-0.03, 0.04, 0.17], [-0.01, -0.09, -0.12], [0.05, 0.06, 0.05], [0.03, 0.01, -0.02], [0.02, 0.01, 0.00], [0.02, 0.02, -0.02], [0.00, 0.01, 0.02], [0.00, 0.00, 0.00], [0.00, 0.01, 0.05], [-0.01, 0.04, -0.01], [0.03, 0.02, 0.09], [0.00, -0.05, -0.04], [-0.02, -0.05, -0.04], [-0.02, -0.01, -0.01], [0.00, -0.03, -0.05], [0.04, -0.15, -0.03], [0.02, 0.12, 0.00], [0.26, -0.09, -0.13], [0.00, -0.69, 0.08], [0.06, 0.66, 0.27], [-0.04, 0.23, -0.14], [-0.10, 0.09, -0.01], [0.11, 0.01, 0.02], [0.02, 0.09, -0.02], [-0.04, 0.02, 0.01], [-0.01, 0.09, -0.01], [0.03, -0.06, 0.05], [-0.03, -0.04, -0.02], [0.00, 0.07, 0.07], [0.06, 0.02, 0.14], [-0.13, 0.00, -0.10], [-0.01, -0.03, -0.09], [0.06, 0.07, -0.02], [0.01, -0.06, 0.04], [-0.04, -0.06, -0.01], [-0.05, -0.04, 0.01], [-0.07, 0.02, -0.04]],
  "molar_mass_g_mol": 650.15,
  "total_energy_ev": -78150.08574,
  "gap_ev": [8.51, 8.50],
  "multiplicity": 5,
  "lumo_energy_ev": [-5.7, -5.7],
  "charge": 2
}


[2]
{
  "formula": "C24H43F2N2O6S",
  "method": "ωB97M-V with the def2-TZVPD basis set",
  "symbols": ["C", "C", "C", "C", "O", "S", "C", "O", "O", "C", "C", "C", "C", "C", "C", "C", "C", "O", "C", "N", "C", "O", "F", "C", "O", "F", "H", "H", "H", "H", "H", "H", "H", "H", "H", "H", "H", "H", "H", "H", "H", "H", "H", "H", "H", "H", "H", "H", "H", "H", "H", "C", "C", "C", "N", "C", "C", "C", "C", "C", "H", "H", "H", "H", "H", "H", "H", "H", "H", "H", "H", "H", "H", "H", "H", "H", "H", "H"],
  "positions_angstrom": [[-1.5700, -4.5552, -4.2104], [-1.6795, -3.4492, -3.1606], [-0.3840, -3.0981, -2.3775], [0.9032, -3.9234, -2.5185], [1.3560, -4.1955, -3.8212], [0.7265, -5.4329, -1.5766], [1.9260, -2.9719, -1.8643], [2.9677, -3.2281, -1.3433], [1.5134, -1.6989, -2.1008], [0.0942, -1.6128, -2.2775], [-0.6121, -0.9490, -1.0935], [-0.0489, -1.2385, 0.3053], [1.3822, -0.7725, 0.6549], [1.8884, 0.5382, 0.0179], [3.3098, 0.4385, -0.5596], [4.3881, 1.0899, 0.3329], [5.6672, 1.4742, -0.4175], [6.7371, 0.5990, -0.1148], [7.1924, -0.2403, -1.1624], [-0.1025, -0.7612, -3.4886], [0.4071, 0.5612, -3.3441], [1.4877, 0.9763, -3.5599], [-0.5911, 1.3714, -2.9417], [0.3329, -1.3365, -4.7148], [1.4383, -1.4416, -5.1165], [-0.7016, -1.7025, -5.4462], [-2.5540, -4.9838, -4.3908], [-0.9328, -5.3705, -3.8763], [-1.1583, -4.1955, -5.1478], [-2.4205, -3.7692, -2.4285], [-2.0901, -2.5444, -3.5981], [-0.6767, -3.3061, -1.3489], [1.5256, -3.3775, -4.3100], [2.0307, -5.7139, -1.4575], [-0.7144, 0.1241, -1.2231], [-1.6328, -1.3360, -1.1247], [-0.1382, -2.3081, 0.5108], [-0.7337, -0.7588, 1.0031], [1.3999, -0.6502, 1.7401], [2.0783, -1.5823, 0.4568], [1.9416, 1.2844, 0.8148], [1.1950, 0.9429, -0.7168], [3.5839, -0.6053, -0.6987], [3.3661, 0.9053, -1.5420], [3.9708, 1.9839, 0.8006], [4.6639, 0.3943, 1.1245], [5.4866, 1.5182, -1.4930], [5.9686, 2.4781, -0.1069], [8.2180, 0.0210, -1.4250], [6.5507, -0.1838, -2.0409], [7.1948, -1.2760, -0.8171], [-4.9676, 3.2093, 5.2913], [-4.7642, 1.8017, 4.7311], [-3.4083, 1.5017, 4.1124], [-3.0710, 2.2282, 2.8301], [-4.2319, 2.2530, 1.8956], [-2.5743, 3.6503, 3.0872], [-1.0907, 3.6461, 2.7523], [-0.9780, 2.5938, 1.6547], [-1.9098, 1.5049, 2.1495], [-4.9664, 3.9748, 4.5137], [-5.9333, 3.2703, 5.7890], [-4.2010, 3.4576, 6.0270], [-5.5648, 1.5585, 4.0312], [-4.8709, 1.0852, 5.5477], [-3.3602, 0.4394, 3.8722], [-2.5968, 1.7285, 4.8047], [-5.0080, 2.8946, 2.3017], [-4.6043, 1.2397, 1.7676], [-3.8911, 2.6513, 0.9432], [-3.1313, 4.3152, 2.4315], [-2.7777, 3.9112, 4.1194], [-0.5010, 3.3582, 3.6243], [-0.7493, 4.6283, 2.4343], [0.0372, 2.2219, 1.5336], [-1.3056, 2.9872, 0.6903], [-1.4208, 0.8850, 2.8978], [-2.3107, 0.8727, 1.3618]],
  "forces_ev_per_a": [[0.07, -0.06, 0.05], [0.20, -0.04, -0.07], [-0.40, -0.05, 0.22], [0.19, 0.43, 0.11], [-0.10, -0.13, -0.09], [-0.15, -0.38, 0.08], [0.45, -0.40, -0.27], [-0.40, 0.14, -0.17], [-0.14, 0.34, 0.76], [0.05, -0.22, -0.53], [-0.02, 0.18, 0.30], [0.17, -0.03, -0.20], [-0.25, -0.01, 0.05], [0.31, -0.18, 0.42], [0.42, 0.18, 0.09], [-0.34, -0.13, -0.35], [0.10, 0.09, 0.39], [-0.07, -0.06, -0.21], [0.05, -0.18, 0.27], [-0.27, -0.31, 0.11], [0.23, 0.18, -0.09], [-0.40, -0.09, 0.00], [0.10, 0.07, 0.03], [0.40, 0.39, -0.14], [0.04, -0.23, 0.10], [-0.35, -0.18, -0.08], [-0.07, 0.12, -0.13], [0.01, -0.01, 0.06], [0.00, 0.01, -0.11], [0.04, 0.01, 0.09], [-0.04, 0.14, -0.16], [0.23, 0.12, 0.17], [0.17, -0.07, 0.04], [0.10, 0.12, -0.09], [0.17, 0.00, -0.04], [-0.10, 0.06, -0.05], [0.08, -0.04, 0.09], [-0.22, 0.01, 0.03], [0.04, -0.11, 0.06], [0.12, 0.01, -0.17], [-0.16, 0.17, -0.05], [-0.05, -0.09, -0.15], [-0.08, -0.11, -0.18], [-0.19, 0.05, -0.09], [-0.02, 0.07, 0.04], [0.06, 0.10, 0.19], [0.00, -0.06, -0.11], [0.09, -0.01, 0.00], [0.00, 0.09, -0.14], [0.00, 0.08, -0.11], [-0.04, -0.01, 0.03], [-0.03, -0.08, -0.09], [-0.05, 0.23, 0.09], [-0.18, -0.15, 0.06], [0.13, -0.01, -0.09], [0.01, 0.03, 0.05], [0.15, 0.07, 0.07], [0.02, -0.03, -0.03], [0.00, 0.03, 0.01], [0.12, 0.11, -0.10], [0.00, 0.02, 0.02], [0.00, -0.01, 0.03], [0.02, 0.03, -0.01], [0.02, -0.06, -0.02], [0.05, -0.04, -0.01], [0.02, 0.00, -0.04], [0.03, -0.01, 0.00], [-0.03, -0.01, -0.01], [-0.03, 0.00, -0.01], [0.00, -0.01, -0.02], [-0.03, 0.00, 0.00], [-0.08, 0.01, -0.02], [0.00, -0.03, -0.01], [-0.03, 0.03, 0.03], [-0.02, -0.05, -0.05], [-0.02, 0.02, 0.02], [-0.02, 0.01, 0.05], [-0.06, -0.08, 0.07]],
  "molar_mass_g_mol": 525.68,
  "total_energy_ev": -57113.84196,
  "gap_ev": 8.25,
  "lumo_energy_ev": -2.6,
  "charge": 1
}


[3]
{
  "formula": "C24H43IrN2P3S2",
  "method": "ωB97M-V with the def2-TZVPD basis set",
  "symbols": ["Ir", "P", "P", "P", "H", "C", "C", "H", "C", "C", "C", "C", "C", "C", "C", "C", "C", "H", "H", "H", "H", "H", "H", "H", "H", "H", "H", "H", "H", "H", "H", "H", "H", "H", "H", "H", "H", "H", "H", "H", "H", "H", "H", "H", "H", "H", "C", "C", "C", "C", "C", "C", "S", "H", "H", "H", "H", "H", "H", "N", "C", "N", "C", "C", "C", "C", "C", "C", "S", "H", "H", "H", "H", "H", "H"],
  "positions_angstrom": [[-0.0438, 0.1935, 0.8556], [-0.8160, 2.1886, 1.7983], [-2.2122, -0.2278, 0.0713], [2.0311, 1.2835, 0.4413], [-0.1520, -2.2425, -8.6051], [0.8675, -2.4596, -8.2659], [1.1920, -3.6500, -7.7397], [0.4472, -4.4462, -7.6223], [-1.2432, 3.6195, 0.7070], [-2.3261, 2.1060, 2.8524], [0.3301, 2.9739, 3.0116], [-2.3990, -1.6832, -1.0171], [-3.3968, -0.6655, 1.4023], [-3.0217, 1.1066, -0.9030], [3.2287, 0.5467, -0.7460], [3.0457, 1.2738, 1.9689], [1.9769, 3.0021, -0.2193], [1.6199, -1.6788, -8.4256], [2.2242, -3.8896, -7.4584], [-1.5381, 4.4692, 1.3402], [-2.0768, 3.3756, 0.0402], [-0.3904, 3.9241, 0.0921], [-2.3689, 3.0149, 3.4722], [-2.3053, 1.2377, 3.5215], [-3.2358, 2.0711, 2.2396], [-0.2340, 3.7248, 3.5849], [1.1671, 3.4813, 2.5201], [0.7217, 2.2328, 3.7181], [-3.4741, -1.8600, -1.1696], [-1.9476, -2.5668, -0.5491], [-1.9211, -1.5128, -1.9892], [-4.3720, -0.1930, 1.2108], [-3.0376, -0.3594, 2.3896], [-3.5273, -1.7562, 1.4053], [-3.8671, 0.6805, -1.4609], [-2.3058, 1.5230, -1.6235], [-3.3917, 1.9115, -0.2563], [4.1560, 1.1360, -0.7138], [2.8358, 0.5671, -1.7698], [3.4576, -0.4894, -0.4700], [3.9462, 1.8847, 1.8104], [3.3455, 0.2380, 2.1760], [2.4986, 1.6605, 2.8332], [2.9645, 3.2468, -0.6347], [1.7266, 3.7438, 0.5457], [1.2433, 3.0574, -1.0337], [0.4239, -0.8471, -2.6592], [0.2331, 0.4609, -3.1464], [0.0269, 0.6522, -4.5132], [-0.0176, -0.4374, -5.3844], [0.1377, -1.7387, -4.8975], [0.3696, -1.9507, -3.5445], [0.8183, -1.2078, -1.0143], [-0.4558, 1.0779, -0.4057], [0.2613, 1.3025, -2.4532], [-0.0925, 1.6667, -4.8943], [-0.1601, -0.2816, -6.4547], [0.1058, -2.5921, -5.5708], [0.5334, -2.9489, -3.1409], [0.3129, -3.3617, 0.8934], [0.6197, -2.6905, 2.0247], [0.4002, -1.4045, 2.3241], [0.4944, -1.1889, 3.7191], [0.0247, -0.1150, 4.4990], [0.1165, -0.1582, 5.8942], [0.6761, -1.2642, 6.5446], [1.1135, -2.3572, 5.7941], [0.9766, -2.3273, 4.4134], [1.2174, -3.6824, 3.3517], [0.4307, -4.3709, 0.9291], [0.4491, -2.9161, -0.0286], [-0.4553, 0.7277, 4.0060], [-0.2618, 0.6808, 6.4828], [0.7434, -1.2828, 7.6301], [1.5359, -3.2394, 6.2659]],
  "forces_ev_per_a": [[-0.26, -0.28, 0.30], [-0.51, 1.53, 1.81], [-1.15, -0.74, -0.72], [1.43, 0.55, -0.43], [0.30, -0.08, 0.15], [-0.90, 3.47, -1.75], [1.02, -3.60, 1.38], [0.22, 0.28, 0.00], [0.07, -0.07, 0.14], [-0.08, 0.29, 0.06], [-0.19, 0.37, 0.09], [-0.10, 0.06, -0.26], [0.05, -0.01, 0.24], [0.04, -0.15, 0.03], [-0.06, -0.03, 0.05], [-0.08, 0.13, 0.02], [0.14, -0.11, 0.10], [-0.22, -0.25, 0.10], [-0.34, 0.11, -0.06], [0.07, -0.24, -0.16], [0.24, 0.09, 0.21], [-0.26, -0.07, 0.19], [-0.08, -0.25, -0.22], [-0.07, 0.27, -0.20], [0.20, -0.05, 0.15], [0.23, -0.12, -0.17], [-0.19, -0.13, 0.14], [-0.09, 0.30, -0.24], [0.30, -0.01, 0.01], [-0.14, 0.20, -0.02], [-0.24, -0.04, 0.23], [0.29, -0.13, 0.03], [-0.13, -0.11, -0.28], [0.07, 0.29, 0.00], [0.14, 0.09, 0.24], [-0.21, -0.09, 0.18], [0.04, -0.29, -0.17], [-0.23, -0.14, 0.01], [0.11, 0.04, 0.20], [-0.01, 0.21, -0.05], [-0.21, -0.16, 0.01], [-0.08, 0.22, -0.07], [0.18, -0.15, -0.25], [-0.23, -0.06, 0.20], [0.06, -0.18, -0.23], [0.19, -0.02, 0.21], [0.37, -0.40, -0.22], [-0.15, -0.22, -0.26], [-0.01, 0.22, 0.22], [0.08, -0.07, -0.04], [0.07, 0.20, 0.36], [0.15, 0.18, -0.15], [0.24, -0.76, -1.73], [0.37, 0.23, 0.14], [0.06, -0.17, -0.29], [0.01, -0.30, 0.04], [-0.06, 0.14, 0.32], [-0.20, 0.01, 0.08], [0.00, 0.21, -0.19], [0.19, 0.28, -0.50], [0.03, -0.47, 1.15], [-0.52, 0.32, -0.68], [0.14, -0.96, 1.21], [0.17, -0.19, -0.48], [0.07, -0.10, -0.30], [0.10, -0.07, -0.36], [-0.10, 0.19, 0.23], [-0.20, 0.72, 0.16], [-0.28, 0.87, -0.59], [0.09, 0.37, -0.08], [-0.20, -0.66, 0.87], [0.24, -0.38, 0.27], [0.11, -0.29, -0.22], [0.03, -0.01, -0.26], [-0.15, 0.14, 0.08]],
  "molar_mass_g_mol": 708.90,
  "total_energy_ev": -80913.51905,
  "gap_ev": [3.53, 1.60],
  "e_above_lowest_kcal_mol": 0.0,
  "multiplicity": 5,
  "lumo_energy_ev": [-9.2, -13.6],
  "charge": 3
}